{
  "formula": "C3H4Cl2O",
  "method": "ωB97M-V with the def2-TZVPD basis set",
  "species": ["C", "C", "C", "O", "Cl", "Cl", "H", "H", "H", "H"],
  "coordinates": [[1.03678, 1.19679, 0.91663], [-0.88620, 0.17155, -0.05720], [-0.25244, -0.90048, -0.80540], [-0.21314, 1.09377, 0.57316], [-2.57063, 0.46745, -0.11504], [0.05823, -2.43202, 0.33635], [1.21597, 2.11293, 1.62676], [1.75494, 0.45064, 0.49328], [0.78554, -0.78228, -1.39732], [-0.92906, -1.37835, -1.57123]],
  "lowdin_charge": [-0.01, -0.86, -0.50, -0.13, 0.72, 0.38, 0.12, 0.08, 0.13, 0.07],
  "orbital_gap_ev": [7.705, 7.914],
  "de_lowest_ev": 3.981,
  "spin_multiplicity": 1,
  "energy_ha": -1112.19236,
  "lumo_ev": [-0.311, 0.114],
  "mol_weight_g_mol": 126.97,
  "charge": 0,
  "homo_ev": [-8.02, -7.80]
}